No. 1
ORCA calculation (ωB97M-V/def2-TZVPD) on a cluster of 6 separate species, C9H28BClFN10O7 in total at a distorted geometry.

Last column: Löwdin charge in e.
Cartesian coordinates (Å):
F  -1.11578  2.35444  -1.63591  -0.111
C  0.11246  2.94699  -1.21658  -0.158
C  -0.04364  4.45635  -1.23712  -0.107
C  1.00687  5.24577  -0.41367  -0.318
C  1.63527  4.55392  0.81987  -0.208
O  2.98816  4.31548  0.55378  -0.132
B  3.34112  4.98502  -0.71816  -1.064
Cl  3.99638  3.59489  -1.89916  0.382
O  2.08754  5.48422  -1.26857  -0.068
H  0.86697  2.62230  -1.93385  0.121
H  0.33733  2.53959  -0.23698  0.097
H  -1.06314  4.72249  -0.94025  0.110
H  0.09752  4.78574  -2.26749  0.118
H  0.50640  6.15755  -0.05905  0.131
H  1.10539  3.67856  1.20849  0.105
H  1.60634  5.28495  1.65431  0.108
H  4.21119  5.82552  -0.60364  0.056
C  -1.33844  -1.83282  -1.40873  -0.677
O  -1.28932  -1.89288  -0.18683  0.004
N  -1.42031  -2.95094  -2.19207  0.148
N  -1.31845  -0.64595  -2.07172  0.170
H  -1.45995  -2.90393  -3.19254  0.093
H  -1.43848  -3.85519  -1.74182  0.043
H  -1.25523  0.19538  -1.52054  0.080
H  -1.33386  -0.56890  -3.07054  0.095
C  2.39064  0.02581  0.23876  -0.691
O  2.65262  -0.43059  -0.86593  -0.010
N  1.21547  -0.26449  0.88292  0.159
N  3.23742  0.83606  0.93368  0.167
H  0.98886  0.08984  1.79377  0.078
H  0.55221  -0.85868  0.40939  0.054
H  4.09570  1.10559  0.48858  0.096
H  3.01876  1.20426  1.84570  0.023
C  -1.20094  -6.25416  0.23193  -0.656
O  -1.52188  -5.36076  -0.53275  0.019
N  0.03506  -6.82900  0.19789  0.158
N  -2.05448  -6.73251  1.18324  0.156
H  0.32677  -7.55331  0.82530  0.092
H  0.68666  -6.47455  -0.47790  0.110
H  -2.96130  -6.30724  1.24044  0.105
H  -1.81181  -7.45687  1.83116  0.092
C  -5.63356  -4.17125  -2.66872  -0.693
O  -6.37922  -5.08655  -2.98198  0.005
N  -4.45462  -4.36590  -2.01739  0.162
N  -5.92763  -2.86369  -2.95146  0.143
H  -3.82528  -3.62340  -1.76416  0.073
H  -4.19627  -5.30883  -1.79392  0.094
H  -6.78841  -2.68018  -3.43064  0.096
H  -5.33159  -2.09730  -2.70011  0.091
C  2.70457  2.36753  4.17733  -0.646
O  2.56197  1.34018  3.53011  0.010
N  2.59300  2.37453  5.54533  0.144
N  2.97473  3.56555  3.60264  0.189
H  2.70192  3.19889  6.10348  0.087
H  2.39056  1.50092  5.99297  0.096
H  3.05569  3.59256  2.59334  0.079
H  3.08203  4.41901  4.11579  0.102

Force components x, y, z for each atom (eV/Å):
0.062 -0.014 0.063
0.025 0.159 -0.406
0.017 -0.134 0.225
-0.104 -1.013 -0.471
0.043 1.065 0.892
-0.285 -0.202 -0.060
-0.141 -0.222 0.159
0.217 -0.069 -0.178
0.155 0.652 0.320
0.073 -0.056 0.195
-0.052 -0.104 0.056
0.014 -0.152 0.165
-0.147 0.156 0.040
0.224 0.215 -0.273
0.059 -0.220 -0.307
-0.274 -0.077 -0.074
0.065 -0.074 -0.061
0.205 0.113 -0.081
-0.036 -0.059 0.055
-0.311 -0.156 -0.046
-0.246 0.068 0.150
0.073 0.063 0.004
0.189 0.087 0.107
0.097 0.065 -0.156
0.122 0.000 0.015
0.320 0.191 0.264
-0.092 -0.124 -0.133
-0.254 -0.075 -0.153
0.165 -0.212 -0.405
0.155 0.058 0.017
-0.031 0.007 0.102
-0.163 0.086 -0.246
-0.073 -0.152 -0.036
0.147 0.080 0.136
-0.226 -0.129 -0.189
-0.005 -0.082 -0.091
-0.095 -0.079 -0.027
-0.010 0.038 0.029
0.000 0.045 0.040
0.035 0.031 0.014
0.029 0.027 0.000
0.073 -0.019 0.046
-0.040 -0.001 -0.015
-0.014 -0.017 0.071
-0.048 0.097 -0.054
0.059 -0.046 -0.025
0.051 0.029 -0.009
0.015 -0.021 0.011
0.016 -0.032 0.023
0.016 0.605 0.190
-0.221 -0.139 0.462
-0.017 -0.134 0.012
0.007 -0.320 -0.174
0.010 0.013 -0.047
0.003 0.004 -0.020
0.141 0.210 -0.162
-0.001 -0.033 0.033

E_tot in eV: -54947.2529
Total charge: -1
Max |F| in eV/Å: 1.39
HOMO in eV: -5.1902
HOMO-LUMO gap in eV: 7.14


No. 2
ORCA calculation (ωB97M-V/def2-TZVPD) on a cluster of 6 separate species, C9H28FO9 in total at a distorted geometry.

Last column: Löwdin charge in e.
Cartesian coordinates (Å):
F  0.38205  -0.10928  -0.66484  -0.949
C  4.70159  3.56628  1.87501  -0.204
O  3.46093  3.12875  2.26462  -0.119
H  5.25167  3.98391  2.71829  0.079
H  5.21128  2.63017  1.64697  0.074
H  4.64941  4.14929  0.95551  0.077
H  3.06144  2.53125  1.62822  0.090
C  -6.52327  1.45317  -2.95871  -0.271
C  -5.43471  1.11714  -1.93510  -0.250
O  -4.29958  1.38210  -2.68834  -0.063
O  -6.85917  2.80513  -3.09637  -0.050
H  -7.45814  0.92844  -2.76177  0.104
H  -6.34565  0.92153  -3.89354  0.115
H  -5.30664  0.09827  -1.56957  0.119
H  -5.47766  1.72375  -1.03051  0.115
H  -3.56345  1.03799  -2.17717  0.097
H  -7.80570  2.95839  -3.14336  0.081
C  -2.58489  -2.14629  6.05205  -0.281
C  -1.67290  -1.72351  4.96571  -0.281
O  -2.28341  -2.14169  3.78258  -0.040
O  -1.93492  -1.87928  7.28234  -0.075
H  -2.90476  -3.18747  6.01037  0.120
H  -3.50700  -1.56536  6.07020  0.119
H  -0.70718  -2.21167  5.09676  0.129
H  -1.59146  -0.65593  5.17005  0.130
H  -1.76763  -1.67900  3.11814  0.099
H  -2.54554  -2.02270  8.00910  0.079
C  2.38618  3.30680  -4.59223  -0.266
C  3.88466  2.86865  -4.20817  -0.235
O  3.93234  1.67558  -3.43586  -0.062
O  1.79285  3.66495  -3.40792  -0.049
H  1.94382  2.37962  -4.95660  0.111
H  2.37749  3.96587  -5.46037  0.113
H  4.24979  3.77394  -3.72318  0.103
H  4.41058  2.69381  -5.14676  0.102
H  3.09955  1.52326  -2.98323  0.075
H  1.66558  2.88504  -2.86284  0.093
C  2.68516  -4.62628  0.74943  -0.281
C  2.43605  -4.86663  -0.69900  -0.262
O  1.12266  -4.45331  -1.06449  -0.050
O  3.19320  -3.35069  1.06276  -0.069
H  3.38769  -5.35786  1.14861  0.117
H  1.73419  -4.53011  1.27338  0.124
H  2.62763  -5.92680  -0.86455  0.113
H  3.25312  -4.37956  -1.23123  0.122
H  1.05107  -3.52461  -0.83212  0.081
H  2.62171  -2.81506  0.50770  0.077

Force components x, y, z for each atom (eV/Å):
0.170 -0.109 -0.027
0.984 -1.715 -0.849
-2.203 0.358 1.372
-0.339 0.548 -0.187
1.006 0.186 -0.424
0.349 0.570 0.220
0.147 0.014 -0.154
-2.465 -2.183 0.708
-0.308 0.603 -0.713
1.804 0.319 -0.050
0.943 1.076 -0.101
-0.289 -0.226 1.007
1.104 0.649 -0.430
-1.150 -0.463 -0.274
-0.315 0.468 -0.007
0.605 0.186 -0.213
0.149 -0.435 0.079
-1.106 -0.367 1.585
-0.231 -0.574 1.168
0.310 0.823 -0.712
0.607 -0.027 0.558
0.299 -0.293 -0.325
-0.179 0.195 -0.614
0.229 0.130 0.070
0.358 0.351 -0.899
-0.249 -0.209 -0.805
-0.012 -0.011 -0.081
2.637 -3.216 0.006
-1.940 0.624 -1.343
0.320 0.658 -0.376
-1.130 1.614 0.602
-0.321 -0.196 -0.303
-0.197 0.855 0.739
0.565 -0.281 0.450
0.348 -0.097 0.119
-0.082 -0.064 0.191
-0.304 -0.028 0.050
-0.246 0.213 1.405
0.218 -0.168 0.137
0.778 -0.622 -0.357
0.842 0.682 -0.797
-0.235 -0.090 0.258
-0.385 -1.648 0.107
-0.861 -0.169 -0.382
-0.139 0.438 -0.471
-0.313 0.427 -0.204
0.225 1.206 0.268

E_tot in eV: -30927.9600
Total charge: -1
Max |F| in eV/Å: 4.16
HOMO in eV: -4.3151
Relative energy (zero: lowest compared OMol25 entry of this formula, charge and spin) in kJ/mol: 478.2
HOMO-LUMO gap in eV: 6.81


No. 3
ORCA calculation (ωB97M-V/def2-TZVPD) on a cluster of 6 separate species, C9H28IO9 in total at a distorted geometry.

Last column: Löwdin charge in e.
Cartesian coordinates (Å):
I  -0.17770  0.47335  -0.68847  0.820
C  3.74555  -0.46912  0.81529  -0.119
O  2.99433  0.65597  1.41366  -0.146
H  3.86401  -0.33667  -0.26014  0.058
H  4.73184  -0.48136  1.27916  0.082
H  3.28399  -1.45636  0.83591  0.064
H  2.07985  0.62766  1.12297  -0.040
C  0.29818  -3.62118  0.48562  -0.233
C  -0.70894  -4.26232  -0.44258  -0.218
O  -0.99382  -3.51755  -1.64598  -0.066
O  -0.29933  -2.53011  1.19262  -0.106
H  1.18938  -3.21493  0.00728  0.107
H  0.61769  -4.37566  1.20450  0.121
H  -1.61903  -4.40328  0.14051  0.123
H  -0.26490  -5.22060  -0.71208  0.122
H  -1.44514  -2.71063  -1.38756  0.059
H  0.05996  -1.69219  0.89197  -0.061
C  -0.54370  4.52225  -0.58435  -0.186
C  -0.05994  4.17119  0.84877  -0.258
O  1.09861  4.86198  1.32520  -0.052
O  -1.85579  3.83952  -0.79433  -0.100
H  0.16553  4.21856  -1.35432  0.106
H  -0.54138  5.61220  -0.57364  0.120
H  0.05235  3.09669  0.99343  0.063
H  -0.91838  4.48409  1.44316  0.119
H  1.63755  5.19258  0.60280  0.080
H  -1.72588  2.93021  -1.07339  -0.017
C  2.19450  -2.38129  -3.22285  -0.202
C  1.56788  -1.30588  -4.21569  -0.265
O  0.27673  -1.04136  -3.86896  -0.085
O  2.61092  -1.87209  -1.95123  -0.107
H  3.08861  -2.73775  -3.73433  0.112
H  1.49243  -3.20771  -3.11230  0.108
H  1.68488  -1.75460  -5.20212  0.118
H  2.20405  -0.42107  -4.23818  0.117
H  0.24469  -0.53452  -3.05428  -0.086
H  1.92927  -1.31273  -1.57170  -0.028
C  -3.03571  1.05469  2.29657  -0.213
C  -3.62135  1.16962  3.74498  -0.181
O  -3.94811  -0.17814  4.28050  -0.082
O  -2.59630  2.29090  1.65936  -0.114
H  -3.79008  0.66740  1.61172  0.120
H  -2.13838  0.44362  2.39400  0.099
H  -4.52044  1.78062  3.66491  0.113
H  -2.97956  1.73048  4.42444  0.111
H  -3.23549  -0.80109  4.12018  0.068
H  -2.09343  2.01665  0.88897  -0.047

Force components x, y, z for each atom (eV/Å):
-0.062 0.100 0.122
-0.510 1.047 -0.387
0.902 -1.372 -0.399
0.232 0.494 -0.073
-0.274 -0.010 0.085
-0.336 0.029 0.870
0.010 -0.193 -0.042
0.008 0.804 0.084
0.444 0.482 -0.303
0.501 -0.518 0.689
-0.473 0.043 0.251
0.080 -0.466 -0.503
-0.043 0.027 0.193
-0.116 -0.242 -0.052
-0.383 -0.059 -0.426
-0.169 0.036 0.055
0.215 -0.150 0.087
0.046 -1.651 0.830
-0.434 0.612 -0.414
-0.586 -0.167 -0.265
1.352 1.909 0.294
0.028 -0.157 -0.128
-1.099 -0.004 -0.503
0.182 -0.258 -0.072
0.178 -0.171 0.424
0.004 -0.140 -0.173
0.405 0.097 -0.209
0.013 1.160 -1.153
2.507 -1.745 1.368
-1.918 0.434 -0.299
0.101 -0.115 -0.360
0.183 -0.154 0.332
-0.152 0.033 0.050
-0.742 0.006 -0.141
0.130 0.252 0.192
0.124 0.082 -0.128
-0.229 -0.030 -0.088
0.430 0.600 0.202
0.025 -0.611 -0.863
-0.208 2.043 -0.732
-0.519 -0.281 1.370
-0.001 -0.707 0.380
-0.135 -0.617 -0.235
-0.386 -0.548 0.276
0.407 -0.311 -0.058
0.328 0.234 -0.140
-0.062 0.153 -0.007

2S+1: 2
E_tot in eV: -36310.2732
Expectation value of S²: 0.7532
Max |F| in eV/Å: 3.35
HOMO (spin up / spin down) in eV: -10.2124 / -10.1973
HOMO-LUMO gap (spin up / spin down) in eV: 10.28 / 5.05